C49H107N5O7 | ωB97M-V/def2-TZVPD

```
168
Properties=species:S:1:pos:R:3:forces:R:3:mulliken_charge:R:1
O 4.204151 -1.677541 -0.724291 -0.7831 0.4660 0.0102 -0.29
O 2.113689 -3.095361 3.408083 0.3466 -0.1633 0.2614 -0.47
O -3.351069 0.730171 -6.601015 -0.1995 0.3885 0.2531 -0.51
O -4.388218 4.121239 2.485413 0.0313 -0.1786 -0.1692 -0.54
O 1.602264 -2.028350 0.698878 -0.3230 0.1152 0.2871 -0.48
O -4.154698 -5.087696 -0.881587 0.1151 -0.2158 0.1940 -0.55
O 4.592947 3.648018 0.147495 -0.3785 -0.2081 0.1138 -0.49
N 3.397167 4.033299 -0.515146 0.0504 1.4581 -0.2869 0.32
N -2.034515 0.894942 -6.147467 1.2088 -0.8505 -0.4369 0.64
N 2.553623 -1.983703 4.141185 0.5827 2.0867 0.1276 1.03
N -3.967382 2.899532 1.892348 -0.8921 -0.7172 0.0634 0.44
N -3.511669 -4.696621 0.326903 0.4000 1.1033 0.4029 0.43
C -1.219894 -4.568790 2.096023 -1.1749 0.3946 -1.4039 -0.46
C -2.766295 2.401492 2.528763 1.1123 -0.2933 1.1142 2.06
C -2.496644 1.893609 -3.948608 0.1664 0.0157 0.5799 -0.94
C -4.275465 2.853796 0.457833 1.2534 -0.1054 0.2218 1.85
C -2.447992 -5.408138 2.441128 1.9172 0.7138 0.6736 -1.55
C 4.624791 3.958121 -2.621707 -0.5257 -0.0987 -0.1234 -1.93
C 1.833831 2.759306 0.965012 0.0088 0.1772 0.0775 -0.25
C 1.287426 -2.680707 6.207513 -0.3040 0.2959 -0.3397 -1.74
C -2.462029 -0.593884 -4.241253 -0.4796 -0.6194 -0.5264 -2.15
C -1.763922 -3.342297 1.330607 1.2742 0.3003 0.9719 0.06
C -1.193961 1.154732 -8.437132 -0.8545 0.3047 -1.0167 -1.94
C 0.736568 -0.463918 -0.884443 -0.9195 0.1462 -0.2743 0.83
C -2.484101 -3.637106 0.021028 -0.3449 -1.3881 0.8537 2.18
C -1.182492 1.716294 -7.005424 1.7800 -1.0802 -0.8040 1.49
C 0.869977 4.018791 -1.852336 -0.0635 0.4670 -0.2920 0.59
C -2.286491 1.100645 1.886757 0.2138 -0.0985 -0.9234 -1.27
C 2.505633 5.198590 1.451783 0.1179 -0.0550 0.4001 -2.03
C -0.349405 0.598892 -4.362090 0.1672 -0.3009 0.1686 -0.32
C 5.729584 -3.545540 -0.806554 -0.4130 -0.6876 -0.9025 -1.13
C 4.461528 -0.659638 5.103341 -0.4513 -0.8034 0.9341 -1.12
C -3.691234 4.065226 -0.307747 -0.2748 -0.3532 0.0459 -1.50
C -1.600301 3.409608 2.555777 0.1222 0.3566 0.1563 -1.51
C -1.387607 3.220701 -7.025229 -1.4440 0.6359 -0.1260 -1.74
C 3.608678 -0.533514 6.365089 0.3140 0.0481 0.7755 -0.84
C 2.249455 4.133961 0.381933 -0.7194 -0.6786 -0.5082 2.21
C -3.205826 -5.837693 1.187196 -0.3157 -1.8747 1.0640 1.67
C -3.240716 -2.381828 -0.419089 0.2871 -0.8832 -0.3155 -1.07
C -5.788731 2.776838 0.264496 -0.3354 1.2605 0.4204 -2.03
C -4.516574 -6.434618 1.733206 -0.9745 1.7782 -0.6393 -1.94
C 1.636491 -1.562887 5.185951 -0.8465 -0.1366 -0.0666 1.72
C 4.638708 -1.793329 2.917302 0.3628 0.7109 0.2638 -2.31
C 1.119619 -0.668716 0.560549 1.0447 -1.2108 -0.9547 0.98
C -2.484181 -7.038266 0.550729 1.1909 0.6610 -0.7767 -1.77
C -2.253536 1.218838 0.365052 -0.0963 0.0277 0.5440 2.69
C 0.370281 -1.098650 4.452852 -0.5382 -1.1825 -1.0848 -1.72
C 1.088561 4.667562 -0.484958 -0.4781 0.3835 -0.5970 -2.15
C 0.487122 1.624882 -5.082130 -0.2397 0.7734 0.2396 0.13
C -3.101641 1.999358 3.979378 -0.6677 0.8120 0.2340 -2.03
C 4.595361 -2.780715 -1.525023 1.3284 -0.4416 1.1355 -0.22
C -1.846289 0.727143 -4.702420 -0.4386 0.3309 -0.1005 1.92
C 3.219837 1.973895 -1.976524 -0.1015 -1.4848 0.1955 -1.75
C 4.566434 -3.208469 4.945949 0.6063 0.2559 0.5999 -1.77
C 2.161326 -0.352493 5.984028 0.0658 -0.0498 0.0063 -1.18
C 3.351031 3.497887 -1.868460 0.4620 -0.6838 -1.0885 2.06
C 2.164972 4.054170 -2.658277 -0.5822 0.5967 0.8499 -1.74
C -3.661065 1.547908 -0.121030 0.0979 0.3702 0.0560 -1.67
C 0.275774 1.385764 -6.585825 0.5577 0.8879 1.8528 -1.63
C 3.998657 -1.915244 4.314255 0.7093 -0.6434 -0.8588 1.52
C -1.449376 -4.113605 -0.998656 -0.2127 0.1213 -0.6193 -1.56
H -3.571743 1.958064 -4.119534 -0.0133 -0.2400 -0.0723 0.57
H -1.214792 3.591565 1.552329 -0.0148 0.0931 0.0171 -0.08
H 4.409983 -2.648933 2.289685 0.1596 -0.0067 -0.1453 0.55
H -1.453911 -6.797264 0.261288 -0.1530 0.1730 -0.2001 0.34
H 2.011703 -2.712405 7.020325 -0.1358 0.0360 0.1386 0.34
H -6.285579 2.234360 1.070349 0.2610 -0.8050 -0.4003 0.41
H -5.123377 3.835044 3.040232 0.0134 0.2020 -0.0014 0.36
H 1.487589 -0.807604 -1.597138 0.3684 0.3759 0.1773 1.07
H 0.285835 -2.432179 6.564923 0.1319 -0.1500 0.4833 0.49
H 0.246285 -0.546586 1.195240 0.2383 0.0982 0.3308 -0.92
H -1.504036 1.976984 0.112157 -0.2029 0.1668 -0.2425 -0.39
H -4.384860 -7.045538 2.619546 0.1240 -0.3065 -0.1840 0.36
H 5.717181 -1.640188 3.031385 0.0870 -0.6456 0.0294 0.49
H 0.766089 2.797573 1.179270 -0.0034 -0.2183 0.1488 -0.50
H -2.144227 1.307070 -8.960126 -0.2254 -0.3157 0.3800 0.37
H -0.008121 -0.399267 -4.653724 -0.0867 -0.0337 -0.1504 0.70
H 2.337872 -2.089373 0.071179 0.1340 0.0322 0.2066 -0.02
H -3.337522 2.878875 4.586666 0.1391 0.0427 -0.0294 0.49
H 0.536739 0.336051 -6.724988 -0.2803 -0.0459 -0.4335 0.33
H -5.095192 -5.542380 2.009605 -0.1146 -0.2319 0.3678 0.50
H -2.645617 4.266618 -0.072454 -0.0108 -0.1249 0.1487 0.14
H -0.765575 3.083318 3.181854 -0.0522 -0.4528 -0.1391 0.42
H -3.951705 -2.098201 0.356115 0.3544 0.3898 0.1933 0.45
H 0.471236 0.587722 -1.035768 0.1477 -0.0763 -0.2549 -1.40
H 1.972200 -0.028192 0.796868 -0.4271 0.2980 0.4508 0.37
H -1.932621 -4.301489 -1.959805 0.0333 -0.0032 -0.0019 0.42
H 2.176427 -2.765625 2.496731 -0.5016 -0.0911 -0.1514 0.36
H 4.180315 -3.406134 5.948231 -0.2250 0.0554 -0.0698 0.39
H -4.323478 0.723829 0.152522 0.0259 -0.1230 -0.1307 0.24
H 2.057450 0.611640 5.476548 -0.0530 -0.2412 -0.5078 0.31
H -3.002439 -4.829435 3.185756 -0.5848 -0.1072 -0.3487 0.33
H -0.147496 -1.053157 -1.148957 -0.1096 0.0239 0.2231 -0.52
H -6.261387 3.758388 0.394331 0.3414 0.1932 -0.2445 0.44
H -6.030325 2.465938 -0.750486 -0.1461 -0.3825 0.1323 0.35
H 4.459208 0.260388 4.518264 -0.3701 -0.0772 -0.2101 0.32
H -4.278313 4.951204 -0.072213 0.1007 0.0988 -0.1499 0.42
H 0.639193 -0.502975 3.577440 0.1136 0.6785 0.4803 0.12
H 5.647416 -3.092685 5.077543 0.0069 0.0035 -0.0825 0.44
H 5.448835 3.280169 -2.411926 0.2844 0.3982 0.1158 0.36
H -4.010042 1.393094 3.986186 0.1444 -0.2202 -0.0669 0.49
H -1.994411 -6.234213 2.999440 -0.8053 -0.5727 -0.2535 0.54
H 2.359037 5.111077 -2.872208 0.0681 0.0179 0.0150 0.58
H -1.865069 0.285584 -0.043584 -0.2489 -0.0070 -0.2290 -1.02
H 0.186472 4.640942 -2.440197 -0.2818 0.0245 0.3253 0.83
H -2.313962 -7.867042 1.236943 -0.7043 -0.0509 0.1257 0.46
H -1.272510 0.850452 2.211239 -0.0475 0.2800 0.3901 -0.39
H -3.845544 -2.560178 -1.310450 0.2937 0.0050 -0.2157 0.68
H 5.501241 -0.829581 5.389065 0.0511 -0.0454 -0.0971 0.49
H 1.687103 5.288594 2.170012 -0.1559 -0.3904 -0.0963 0.29
H -4.925794 -4.511440 -0.877637 -0.1380 -0.2239 -0.1011 0.36
H -2.024135 -1.449651 -4.765048 0.3414 0.1783 -0.0396 0.52
H -1.435513 3.682254 -6.039087 0.5287 -0.0685 0.0279 0.22
H 3.396589 4.973437 2.041234 0.0191 0.0018 -0.0464 0.52
H -2.301168 -0.773486 -3.177656 -0.0802 0.2144 0.0664 0.13
H -0.269790 0.596241 -3.272392 0.0659 0.3412 0.0188 -0.73
H 3.704888 -3.408996 -1.547253 0.0954 -0.0474 -0.4278 0.23
H 4.815210 5.012648 -2.418531 0.3479 -0.1570 0.4745 0.48
H 5.401738 -3.870028 0.177216 0.1500 0.2539 0.1996 0.23
H 1.271584 5.727684 -0.684344 0.1637 0.0154 0.0549 0.46
H -3.675465 1.695987 -1.200819 -0.1562 -0.3522 -0.0644 0.50
H -0.605112 -5.159467 1.413323 0.3929 0.1187 0.2554 0.28
H -3.524505 -0.693273 -4.475340 -0.0868 0.4112 0.3229 0.54
H 3.724841 -1.422504 6.995079 -0.0191 -0.2436 -0.3188 0.31
H 4.446489 3.963865 -3.700338 -0.1192 -0.4557 -0.0084 0.39
H -0.437871 -0.681433 5.053686 0.3380 0.3398 0.2141 0.57
H 0.352420 3.057514 -1.789593 0.4338 -0.2941 0.0586 -0.86
H 1.050030 1.991726 -7.060285 -0.4836 0.0822 -0.6891 0.60
H -0.644675 -4.257185 2.964824 0.0592 -0.0653 0.0076 0.13
H 4.368394 -0.855114 2.423707 -0.6343 -0.1921 -0.0554 0.24
H -2.449756 -1.667166 -0.644018 -0.4437 0.5313 0.0776 -0.68
H -5.124644 -6.884704 0.946906 0.2469 -0.4909 0.1150 0.33
H 0.158402 2.618388 -4.745494 -0.2609 0.0632 -0.4271 -0.02
H 4.430841 -4.109676 4.350632 -0.3302 0.1824 -0.1946 0.29
H 1.995080 3.574169 -3.622897 0.4983 -0.2625 0.1141 0.40
H -3.735719 3.830593 -1.373186 -0.1610 0.3276 -0.0860 0.38
H 6.682239 -3.017475 -0.786905 -0.1948 0.3502 0.2664 0.32
H 4.762424 -0.899971 -0.795415 0.2736 -0.1770 -0.2049 0.17
H 4.957663 -2.515716 -2.520412 -0.4647 0.2125 -0.0910 0.37
H -2.369806 3.479736 -7.440926 -0.0953 -0.3656 -0.0356 0.44
H 3.772932 1.346315 -1.267077 0.3264 0.6001 0.2494 0.64
H -0.910033 0.103516 -8.469639 -0.2661 -0.0903 0.2151 0.41
H 1.508972 -0.249019 6.855077 0.0885 -0.1670 0.1134 0.49
H 2.016814 1.968109 0.240577 -0.1365 0.1835 -0.0660 -0.95
H 3.930723 0.237200 7.073296 0.1036 0.3718 -0.4685 0.44
H 0.127353 4.643514 0.034847 0.2310 -0.0932 0.4275 0.42
H -0.511071 1.647138 -9.136993 0.3643 0.2984 0.5747 0.40
H -0.958441 -5.037076 -0.699846 -0.0760 0.0479 0.1071 0.35
H -0.089055 -1.949768 3.930988 0.0162 -0.2481 0.3563 -0.07
H -0.708435 3.753627 -7.690631 0.4192 -0.2033 0.2653 0.37
H 4.936434 4.498694 0.447727 0.1849 -0.1831 -0.1073 0.38
H 3.525121 1.569238 -2.946683 0.0366 0.4497 -0.1851 0.54
H -0.888828 -2.712552 1.131537 -0.2116 0.2261 -0.2689 -1.14
H -3.011016 -7.332752 -0.356506 -0.0107 -0.2730 0.1239 0.39
H -2.292692 1.471157 4.481732 0.1096 -0.0742 -0.2001 0.16
H -1.869357 4.366561 3.006632 -0.4062 0.0150 -0.2640 0.46
H 1.224153 -3.684097 5.786762 0.1022 0.1336 -0.3498 0.28
H -2.902386 0.255014 2.203388 -0.2499 0.0693 -0.1404 0.44
H -2.381202 -2.792771 2.048911 -0.2833 0.0670 -0.2444 0.47
H -0.662455 -3.371063 -1.148407 -0.0760 0.1011 0.0459 0.02
H 2.352848 2.447439 1.872961 0.1349 0.2975 0.0451 0.78
H -3.387360 -0.201646 -6.846000 -0.0731 0.0746 -0.1299 0.34
H 2.588491 6.200954 1.027897 0.2761 -0.1383 -0.2530 0.46
H 2.196436 1.606683 -1.847267 -0.0295 0.4072 -0.0864 -0.34
H -2.088245 2.867853 -4.218356 0.1834 -0.1056 -0.0500 0.13
H -2.316568 1.746882 -2.879396 -0.1415 0.1328 0.0494 -0.47
H 1.549692 1.696318 -4.831472 0.0181 -0.8219 0.0820 0.21
H 5.948575 -4.462239 -1.368217 -0.1127 0.0158 -0.0085 0.40
```
Forces are in eV/Å.

## Properties
* max |F|: 2.232 eV/Å
* lowest unoccupied orbital energy: 0.44 eV
* frontier orbital gap: 8.076 eV
* highest occupied orbital energy: -7.635 eV
* multiplicity: 1
* DFT total energy: -2731.385162 Eh